# 1
128
Properties=species:S:1:pos:R:3 method="wB97M-V/def2-TZVPD" homo_energy_ev=-9.374 gap_ev=9.626
H 4.6131 0.7381 2.4817
H -1.8799 1.6229 2.4817
O 2.6689 2.7287 0.0182
C -0.7151 4.9708 1.1223
H 1.6561 -0.8983 -3.0552
C -6.2153 3.0567 0.1723
O -5.4250 1.2277 -1.2505
H -2.8316 -0.4343 -2.0318
H -0.8226 -3.0551 -2.6003
H 3.4008 -2.6007 0.0708
H -3.1866 -2.8021 0.2251
C 1.5765 -3.7217 -0.0708
C 6.4147 0.5522 0.4096
Ca -0.2924 -0.6945 -0.7471
H 1.6521 -0.6446 1.4915
H 7.2071 0.2893 1.1306
H -0.5693 -5.2854 -6.8866
H -5.1523 1.2617 2.0685
H 1.5497 -3.7020 -1.1805
O -4.3701 -1.5611 -2.2151
H 0.5780 -5.4709 -4.8575
H 1.9352 -1.6326 3.4523
O -1.7836 -1.8815 0.7684
H -0.2711 4.7272 2.1058
O 4.1628 0.3987 -0.1139
H 0.6530 -1.7751 -5.5466
H 6.2251 1.5963 0.6610
H -2.4771 5.8089 2.1962
H -1.6812 2.6488 3.5474
O -3.7875 -3.3293 -0.3215
H 0.4881 -3.1309 -4.1877
H -2.6077 1.0737 -1.6218
H -0.9291 -6.1043 -3.1422
O 1.8989 -1.2016 -0.0074
H 0.6601 -0.1414 -6.3833
H -0.8626 -0.4097 -4.2920
H -0.7618 -3.5354 4.4830
C 1.9732 -4.3519 3.9756
H 0.3522 -0.3015 2.0916
H -0.2496 2.3570 -0.3988
H -6.7539 0.9781 0.2501
H 0.1583 1.9101 -5.0395
H 1.2203 1.9288 -0.4350
O -1.3385 3.7947 0.5190
O 0.6757 -0.8658 -3.1091
C 1.4400 -3.0868 4.6490
H 3.6584 -0.7124 2.1744
H -3.7736 -4.1885 0.1165
H -2.8126 -2.4422 2.4153
C -1.3521 -5.7869 -4.0954
C 0.2085 -0.1679 -4.2540
C -1.7449 6.0739 1.4535
H -1.1059 6.8787 1.8614
H -5.0386 -0.8820 -2.0324
H 1.4577 -5.1948 4.3960
H 3.8908 -0.3490 -2.2502
H 5.3023 -0.8419 2.7989
O -2.8373 -1.5339 2.6970
H 0.7911 6.3487 0.6060
H -4.4104 -2.2555 -1.5090
H 1.4220 1.5859 -3.9403
H -2.2899 6.3619 0.5471
H 3.4209 2.1987 -0.3362
H 5.1970 -1.2574 0.2217
O 2.2133 -1.9657 4.3336
C -0.0417 -2.7246 4.2620
H -2.0842 -3.1160 -1.7580
C 1.6455 2.9977 3.1289
H 0.5436 -3.7036 0.2679
O -0.2187 -3.7693 -3.9382
O -2.1594 0.2391 -1.8290
H 3.0794 4.5999 3.6752
H 2.2018 1.3114 2.4688
H 3.0231 -4.3986 4.1766
H -7.0530 3.2915 -0.4801
O -1.3308 -2.5534 -1.9355
H 6.7545 0.4587 -0.6271
H 2.1646 4.7848 2.1249
H -1.6522 -6.6163 -4.7434
H -2.3986 3.4307 -0.9666
H -1.7711 -4.1396 -6.2983
H 2.4061 2.5938 5.1774
H 1.4881 -3.1111 5.7726
H 1.9913 -0.6453 -5.4417
H -2.2294 -5.1705 -3.9458
O -1.5962 0.1157 1.7275
H 0.6727 2.7170 5.1525
O -2.1954 2.5092 2.7381
C -0.3745 -4.8502 -4.8403
H -2.2530 3.2980 -2.4595
C -2.0378 -1.0623 1.7080
H -1.6772 3.3215 1.2952
C 5.1362 -0.2435 0.6381
H 1.3270 4.9835 3.6940
O -2.7943 2.9831 -1.7099
C 0.3345 5.5031 0.1601
H 0.6589 2.8313 2.5919
H 1.7779 -4.3377 2.8836
O 3.3481 -1.1185 -2.5228
C 0.3753 1.3412 -4.1173
H -0.4253 -1.8463 4.7797
C 2.1157 4.4833 3.1556
O 0.3213 1.5996 -0.6413
C 1.5413 2.3364 4.5508
H -5.3968 3.6746 -0.1764
C 0.9087 -0.7198 -5.4811
H 2.7458 2.5368 0.9829
C 2.3849 -2.4639 0.4210
H 2.9319 -1.4409 -1.7109
H 3.3425 -0.1164 0.0420
C -5.8614 1.5709 0.0691
H -0.1047 1.7145 -3.2189
H 1.3268 1.2739 4.3951
C -4.7620 1.1140 1.0701
H 1.9967 -4.6378 0.2732
C -0.7323 -4.4039 -6.2459
O 1.2907 -0.1632 2.2610
H -0.1008 -2.5724 3.1447
H -4.7840 1.8558 -1.6261
H -3.8661 1.7197 0.9116
H 1.1136 4.7588 -0.0275
C 4.6686 -0.2803 2.1181
H -6.4405 3.3514 1.2036
H 2.4323 -2.4331 1.5053
H -4.5524 0.0344 0.9668
O 2.6250 2.1967 2.4587
H -0.0699 -3.5742 -6.5028
H -0.1033 5.7590 -0.7898

# 2
199
Properties=species:S:1:pos:R:3 method="wB97M-V/def2-TZVPD" e_above_lowest_kj_mol=1827.5 charge=-1 homo_energy_ev=-6.370 gap_ev=6.334
H 0.3900 6.6867 -0.4220
O 0.3007 -2.3195 4.5123
H 0.2916 2.3737 3.8114
H -1.2629 -6.2426 2.5356
C 3.8818 4.2039 0.4052
H 2.0915 6.6102 -0.1030
H -2.4669 3.9264 -7.0604
C 0.0402 4.6478 2.0064
H -4.1926 7.3063 0.7038
H 3.7061 -2.6445 0.1105
H 5.0044 2.6333 -2.5964
H -1.5099 2.3610 -9.7008
F 0.5151 1.8240 0.0512
C -4.3926 -1.1610 0.8157
H -2.6076 3.2073 -8.5841
H -0.0477 -0.9577 5.5724
H 5.2706 -0.9050 -1.4877
H 0.8159 -6.2863 -1.3710
H -1.2209 -2.0937 5.3742
N -0.0746 5.8784 1.7721
O -0.7542 -7.9804 0.7566
H 4.2247 1.3863 -1.5754
H 4.9806 -1.6204 -3.3821
N 2.1746 -3.3773 4.0656
C 0.7396 3.1936 -3.9616
H 1.2161 -9.1714 0.1818
O 1.0194 4.2387 2.5895
N 5.0097 3.6162 0.1313
H -1.4307 -4.9853 -6.3208
C 0.0526 -7.6918 -0.0699
N 1.3247 7.0123 -0.6230
N -0.3403 -0.4616 6.4020
H -3.9986 -1.5223 3.6494
H 3.1063 9.1520 -1.8586
N 3.3170 -0.0575 5.4328
N -2.0152 -0.6443 -4.6598
N -6.7607 -2.4648 4.7174
As -0.2978 0.2407 -0.1974
H -2.9608 -0.2286 0.0180
H -5.6042 -1.9415 -0.4129
H -2.0119 1.8101 2.7403
H 0.1741 0.0893 7.0743
N 1.1321 2.8521 -2.7272
O -0.1406 2.5066 6.7544
N -1.9447 -1.7570 5.9929
N -4.7115 -2.0776 4.1004
H 1.1626 3.5064 -1.9585
N 3.1970 -0.2386 2.5193
N -3.6670 -0.8709 -0.3119
C 4.4574 -0.5191 5.7017
H -3.6076 0.7742 -4.6370
H 5.2367 2.6335 0.1842
H 3.0029 0.5624 6.1657
O -4.7467 2.2466 4.2041
H 2.4758 -0.8726 2.2063
H -6.2845 -1.6964 1.2827
C -3.4722 2.7043 -2.6183
N -2.1035 -4.0505 -0.8865
N -1.5733 3.5352 -6.7987
N 1.0602 -2.4787 2.4000
N -1.7407 2.7318 -8.7901
H -6.6597 -3.4679 4.7783
H 5.7220 4.2938 -0.1004
H -3.1058 4.3178 -0.6507
N -0.8485 3.8207 1.7309
H -0.7613 1.1184 4.6180
H 0.5872 2.5405 -5.7612
N -1.0926 -4.8177 -5.3839
H -2.1441 -2.6338 -2.7101
H 2.2774 3.4543 1.3965
H 0.6302 6.3824 2.2910
H -1.8159 0.3247 -4.4565
H 0.0057 -6.4357 -2.9617
N -0.3691 -5.6650 -3.4962
H -1.6651 3.4710 -3.0857
H -1.0913 -3.9585 -4.8530
H 4.8116 0.8019 7.2019
O 3.5702 5.4042 0.3506
O -5.9326 -0.3202 4.5245
H 2.2918 -3.2354 -4.5750
H -2.1934 -3.1241 2.1207
H 1.9663 -0.2408 -3.4665
H 6.5008 -1.6706 -0.4591
H 1.1051 4.3006 6.0488
H 3.1974 0.0974 3.4718
C -4.3093 5.3980 0.8084
F -0.0924 -0.3690 1.4651
H -2.8033 -2.2280 6.2401
H -0.4990 2.9617 1.3308
O -4.1301 3.5133 -3.2486
O -5.1860 5.3074 1.6619
C -3.5689 2.3973 3.8378
H 5.0073 0.7783 -5.4131
C -1.5473 -0.7995 6.7255
H 5.9062 -2.8259 -4.2245
O -0.6764 -7.0852 -5.2072
H 4.4150 1.5890 2.7566
N 2.8424 8.2983 -1.3879
C 0.9820 -1.8107 -4.0440
N 5.9543 -1.6263 -1.3072
N 5.0499 -0.0543 6.7221
H -1.8893 3.2391 3.6777
H 2.9096 -3.8075 3.5227
H 0.4309 -1.7262 2.1596
H -1.7438 2.0510 -2.0231
F -0.6718 0.7770 -1.8864
H 2.9083 -1.8258 -3.6833
H -3.4836 0.8167 2.6573
O 3.9789 -0.2013 -3.3604
C 2.0227 -3.8069 -0.3292
N 4.8515 1.1108 1.9815
C -0.9286 2.9908 -7.7475
N 1.0448 -8.4241 -0.4757
H -3.9506 3.5614 0.6254
H 0.2668 -0.2145 -3.0167
O -4.0124 -0.7597 1.8130
H 2.7889 -0.5693 4.7406
H -3.3068 -3.5062 -3.5651
O 4.0494 -0.3236 0.4662
H 1.9418 -5.1690 1.0948
H 1.0114 3.9479 4.3389
H 1.2887 1.8787 -2.5082
N -4.0548 6.4544 0.1789
O -3.6359 -4.6258 3.4992
C -5.8102 -1.5365 4.4852
N -1.8436 -4.0697 2.1804
N -2.1850 2.7938 -2.5461
N -5.5762 -1.6823 0.5628
N -2.9675 1.6138 3.0016
N -3.9686 1.6880 -1.9475
H 5.3290 2.2648 -4.5390
O 0.8540 -3.9281 -0.6807
O -3.5873 -5.2829 -1.8933
F -0.9823 -1.3318 -0.7532
N -3.6725 4.4235 0.1786
N 5.6199 -2.4018 -3.3537
N 0.8294 2.2227 -4.8336
H 3.4897 7.8551 -0.7518
H -1.7620 4.1767 1.4880
C 4.5386 0.8894 -3.4095
H -7.5933 -1.9902 5.0362
H 2.5890 -2.0320 -0.9691
O 0.2003 2.7955 -7.6375
C -2.5419 -4.8181 2.9943
O 5.0475 -1.3332 4.9780
N -2.7751 3.3614 4.1471
H 1.7682 -7.9353 -0.9836
N -1.9213 -5.9272 3.2335
N 0.9567 3.6400 5.2993
O -2.8719 -1.7232 -6.2556
H 0.7819 1.2172 -4.7508
O 0.2139 4.2052 -4.2670
H -0.1627 -4.8045 -3.0093
H 3.4868 -4.3098 0.7863
C 1.6423 8.0657 -1.3003
C 6.2541 -2.5812 -2.2140
H -1.1811 3.6376 -5.8736
H 5.8703 -0.6091 6.9206
F -1.9831 0.8044 0.3034
C -2.8923 -0.7327 -5.5829
N 4.6872 1.6907 -2.4201
C 4.0533 0.1440 1.5685
H -4.7139 -3.0843 4.0186
O 7.2097 -3.3930 -2.0078
C -2.8992 -4.3149 -1.7795
N -0.0922 1.8748 4.6014
H -3.4595 0.8692 -1.6467
H 5.6615 1.4325 1.4710
H -3.1662 4.2693 4.3542
H -2.1606 -4.6621 -0.0848
N 1.0356 -0.6289 -3.5238
N -3.7241 0.2119 -5.4679
N -2.8046 -3.3977 -2.6955
H -3.2970 6.4395 -0.4886
N 2.8958 -2.8470 -0.4574
N 2.5671 -4.6273 0.5155
H -1.4508 -1.4579 -4.4609
H 2.2286 -3.3804 5.0741
H -4.9743 1.7185 -2.0356
O -0.1039 -2.4222 -4.1634
H 1.5477 -3.0386 1.7152
N 0.0175 -6.5748 -0.8239
H -3.2636 -1.6404 -0.8270
N 3.0605 3.2523 0.7915
H -0.9363 6.2085 1.3614
N 2.1543 -2.3587 -4.0926
H -1.5202 -3.2421 -1.0492
C 0.2424 2.6355 5.6430
F 1.3287 -0.3206 -0.7435
H 3.3643 2.2925 0.8725
C -0.7314 -5.9079 -4.7161
H -0.9210 -4.3460 1.8759
H -0.7121 -5.8940 -0.6684
O 0.7990 8.7877 -1.7992
H -2.3660 -6.5719 3.8712
O -2.0232 -0.3507 7.7575
N 5.1252 1.2755 -4.5419
C 1.1528 -2.6808 3.6857
H -4.5809 0.2125 -6.0026

# 3
150
Properties=species:S:1:pos:R:3 method="wB97M-V/def2-TZVPD" e_above_lowest_kj_mol=87.8 homo_energy_ev=-9.095 gap_ev=9.165
H 2.7471 2.9659 1.0502
H -6.1071 -0.4069 2.2734
H 3.6116 -1.8476 -1.2303
H -4.5311 5.5891 -0.2904
H -3.3232 3.8119 1.7033
H 2.9385 0.6782 2.6632
H -7.1830 0.9936 2.7395
H -0.4488 3.0803 -4.3183
H -4.5950 -2.0794 -1.2538
H -1.9806 5.5126 2.7543
O -0.3501 3.9326 -3.8878
O 2.0792 -3.4900 4.6825
H -1.9911 2.0250 1.6055
C 0.6585 -1.5858 -3.5382
C -4.9682 -3.4281 1.6462
O 3.7798 3.9365 5.0649
H 2.5286 2.3380 -2.0352
C 2.9630 -3.6369 1.0004
C -4.0371 3.6876 -0.4849
H -0.3222 1.2881 -6.9726
C 0.9313 3.3619 1.6108
H -2.0812 -0.7466 1.5138
H 2.0195 -1.6828 4.0382
H 4.8078 2.8706 -2.2283
C -2.4731 0.1879 1.9154
H 4.0555 -5.5322 -2.2003
H 4.6098 5.2948 -1.4909
O -0.4495 -3.4176 -0.4969
O -6.3836 1.1029 0.8169
O -0.4497 -0.8096 -3.3115
C 0.6152 -0.2364 4.0599
H 1.8498 1.1179 -3.1800
H -2.0270 -4.6791 -1.1426
H 1.6181 -1.1407 -3.2755
O 2.0790 6.0984 -0.2649
H 4.9792 1.8347 2.5768
H -0.2059 -2.4897 -0.5329
H 2.6294 -2.6088 1.1412
H -1.7029 3.8764 -2.3353
C -4.1466 0.4796 -4.2704
H 0.8394 7.1433 -1.4056
H -4.5097 -3.0086 0.7507
H -4.4800 2.7734 -0.0897
C -1.6377 4.3556 -3.3121
H 1.1045 -0.4620 1.0379
O 3.1690 1.1895 1.8841
O -2.5674 3.5483 2.2334
H -7.7020 -0.2228 1.6115
C 4.4752 -1.2175 -1.4430
H 1.4788 5.7672 -2.2446
H -0.7366 -4.3588 1.7813
H 0.2691 5.4884 -0.8998
H 1.4448 -4.3753 6.4468
H -1.6340 -3.4886 2.9400
H 0.2038 4.1684 1.7030
H -1.9228 1.8297 -6.5123
H 4.5015 -0.5221 -0.6040
H -1.9977 -3.1580 -1.9565
C -1.1045 1.1705 -6.2227
H 5.2830 -1.9480 -1.4002
C 4.8530 -4.8299 -2.4429
H 4.6767 -3.1725 1.7198
H -2.9564 3.6093 -0.6039
H -2.5039 -0.0631 -3.2244
H -3.8440 1.2958 -4.9264
H -5.8421 -1.7906 -2.6042
O -0.6781 1.4429 -4.9276
H 0.1311 -5.2706 -0.5166
H -1.7154 5.4292 -3.1408
C 1.0948 6.0915 -1.2773
H -2.1787 0.1501 2.9642
H -6.2986 -2.1189 -0.9736
C -2.2566 4.5739 3.2346
H -0.6192 0.6515 -4.3874
H 2.6775 -4.1617 1.9121
H 0.7493 0.5775 4.7725
O -0.1099 -4.8235 3.6940
O -0.4023 -0.5516 -0.5226
H 3.1033 -4.7793 5.9107
H 0.4555 -2.5549 -3.0826
O 0.3229 -6.2106 -0.5508
H -0.8732 -5.3727 3.8875
H 5.4808 -5.1612 -3.2701
C 0.3257 -6.6194 -1.8970
H 4.8972 0.1417 1.9700
H -4.4401 3.6638 -1.4973
C 4.5491 4.3181 -1.0108
H -2.4215 -3.2078 -0.2143
H 0.2394 0.1466 3.1111
O 4.2680 -0.7401 -2.7951
H 3.2583 4.7364 5.1642
H 0.0511 -1.0881 4.4400
H 0.9151 2.8434 2.5694
H 3.5076 4.0077 -1.0944
C -6.8290 0.3397 1.9425
O -4.1405 -2.9839 2.7039
H 0.7328 -1.7915 -4.6060
C 4.5808 1.1722 1.8084
H -5.1628 0.7995 -4.0399
H -4.6747 -2.9448 3.5006
O 5.3773 3.3189 -1.5988
H 0.9024 -5.9062 -2.4860
H -0.4690 -0.6195 -2.3707
H -3.0270 4.8470 3.9558
H 1.2104 0.7402 -0.2206
C 2.8608 2.8518 4.9952
H 2.0581 3.0729 4.2916
H -1.5280 4.1990 3.9534
H 0.0655 -3.0680 2.5161
H -4.9638 -4.5180 1.6357
C 2.3606 -3.9866 6.0015
O -5.4108 -0.2682 -1.3460
H 2.1802 5.2100 0.0846
H -0.7002 -6.7380 -2.2457
H 3.3715 1.9391 4.6883
O 3.8455 1.8069 -3.3256
O -1.8050 1.1906 1.1688
H 4.9112 1.5915 0.8581
H 5.1436 -4.4231 -0.5745
H -4.7787 0.0780 -1.9803
O 1.9692 -0.7555 3.7951
H -5.9683 0.5315 0.1667
H 2.0337 2.7431 -3.7269
H 0.5753 2.5745 0.9465
H 2.4783 -4.0789 0.1299
H 2.4015 2.5580 5.9390
C -1.7864 -3.6263 -0.9951
H 4.3580 -3.8746 -2.6176
O -3.3196 0.4351 -3.1349
O 5.7050 -4.7547 -1.2791
H -5.9968 -3.0714 1.6998
H 1.6590 -0.8327 -0.6744
C -0.6315 -3.8724 2.7511
O 4.3851 -3.5717 0.8969
H -1.5627 0.1815 -6.2151
H -2.4329 4.0311 -3.9832
H 2.7212 -3.1848 6.6458
H -4.1162 -0.4198 -4.8854
H 4.5587 -1.4110 -3.4173
H 1.4039 -4.0846 4.3478
H 4.7205 4.4117 0.0616
H -3.5444 0.1551 1.7171
O -4.2702 4.8608 0.2781
O 2.2295 3.7592 1.2066
C 2.4829 1.9983 -3.0699
H -1.0242 -0.0375 -0.0023
H 0.7671 -7.6139 -1.9621
H 4.0328 0.8858 -3.1309
C 0.9573 -0.3028 -0.0303
C -5.5332 -1.6249 -1.5721